11
Properties=species:S:1:pos:R:3 method="wB97M-V/def2-TZVPD" smiles="CC(=O)NC=O" homo_lumo_gap_ev=10.79 relative_energy_kj_mol=195.2 energy_ha=-322.5000
C -1.2666 -0.2858 0.2274
C -0.2598 0.9812 -0.0142
O -0.5970 2.1153 0.1742
N 1.1616 0.7390 -0.5548
C 1.5078 -0.4675 0.1050
O 0.9568 -1.5063 -0.1485
H -1.6760 -0.5823 -0.7506
H -2.0507 0.1258 0.8560
H -0.9997 -1.2624 0.6842
H 1.0412 0.4924 -1.5448
H 2.1823 -0.3494 0.9659